(a)
The following is a quantum chemistry calculation of 2 unconnected molecules or ions with the total composition C4H10NO2S, from the Open Molecules 2025 dataset.

Its HOMO-LUMO gap is 0.245 Ha.

The geometry in ORCA input format:
```
! wB97M-V def2-TZVPD RIJCOSX def2/J DEFGRID3
* xyz -1 1
O -1.983 -1.849 0.533
C -1.047 -1.271 -0.045
N -1.363 -0.457 -1.077
C -0.382 0.438 -1.704
C 0.405 1.373 -0.754
S -0.751 2.171 0.506
C 0.343 -1.730 0.385
H -2.321 -0.175 -1.088
H 0.243 -0.148 -2.394
H -0.961 1.077 -2.383
H 0.963 0.745 -0.068
H 1.117 1.956 -1.337
H 0.339 -2.811 0.305
H 0.448 -1.355 1.395
H 1.087 -1.279 -0.277
H 0.943 0.705 3.225
H 1.333 1.275 1.923
O 1.585 1.336 2.855
*
```

Let us look at the Löwdin charges, expressed in e, one per atom:
1 O -0.03
2 C -0.55
3 N 0.03
4 C -0.31
5 C -0.68
6 S 0.16
7 C 0.00
8 H 0.12
9 H 0.10
10 H 0.10
11 H -0.03
12 H 0.05
13 H 0.08
14 H 0.08
15 H 0.06
16 H 0.03
17 H -0.06
18 O -0.12



(b)
The following is a quantum chemistry calculation of 2 unconnected molecules or ions with the total composition C4H10NO2S, from the Open Molecules 2025 dataset.

Its HOMO-LUMO gap is 0.248 Ha.

The geometry in ORCA input format:
```
! wB97M-V def2-TZVPD RIJCOSX def2/J DEFGRID3
* xyz -1 1
O 4.028 0.020 -0.591
C 2.836 0.223 -0.780
N 1.842 -0.606 -0.417
C 0.434 -0.160 -0.258
C -0.168 -0.892 0.946
S -1.826 -0.266 1.391
C -0.336 -0.455 -1.549
H 2.466 1.103 -1.327
H 2.132 -1.471 0.005
H 0.452 0.900 -0.023
H 0.517 -0.843 1.804
H -0.274 -1.943 0.664
H -1.410 -0.519 -1.410
H -0.154 0.359 -2.250
H 0.004 -1.402 -1.955
H -3.816 1.080 0.126
H -2.866 2.247 0.120
O -3.802 2.039 -0.044
*
```

Let us look at the Löwdin charges, expressed in e, one per atom:
1 O -0.03
2 C -0.39
3 N 0.04
4 C -0.47
5 C -0.73
6 S 0.22
7 C -0.09
8 H 0.13
9 H 0.13
10 H 0.12
11 H 0.04
12 H 0.04
13 H 0.04
14 H 0.06
15 H 0.07
16 H -0.04
17 H 0.00
18 O -0.15



Ordering by calculated energy gives the sequence (b), (a), with the first entry being the most stable.



(a)
The following is a quantum chemistry calculation of 2 unconnected molecules or ions with the total composition CH4BrNS, from the Open Molecules 2025 dataset.

Its HOMO-LUMO gap (spin up / spin down) is 0.348 / 0.288 Ha. The expectation value of S² is 2.008.

The geometry in ORCA input format:
```
! wB97M-V def2-TZVPD RIJCOSX def2/J DEFGRID3
* xyz 0 3
C 1.598 0.970 -0.178
N -1.374 -1.121 -0.007
S -1.346 -2.610 0.770
Br 0.694 2.541 -0.656
H 1.334 0.746 0.812
H 2.303 0.639 -0.877
H -2.388 -0.843 -0.069
H -0.821 -0.323 0.204
*
```

Let us look at the Löwdin charges, expressed in e, one per atom:
1 C -0.49
2 N -0.48
3 S 0.46
4 Br 0.58
5 H -0.04
6 H -0.03
7 H 0.03
8 H -0.03



(b)
The following is a quantum chemistry calculation of a molecular structure, CH4BrNS, from the Open Molecules 2025 dataset.

Its HOMO-LUMO gap (spin up / spin down) is 0.254 / 0.259 Ha. The expectation value of S² is 2.009.

The geometry in ORCA input format:
```
! wB97M-V def2-TZVPD RIJCOSX def2/J DEFGRID3
* xyz 0 3
C 0.731 -1.183 -0.041
N -1.125 1.336 -0.058
S -1.504 -0.224 0.104
Br 1.885 0.225 0.238
H 0.865 -1.560 -1.092
H 0.356 -1.860 0.726
H -0.395 1.581 -0.784
H -0.813 1.684 0.908
*
```

Let us look at the Löwdin charges, expressed in e, one per atom:
1 C -0.78
2 N -0.51
3 S 0.60
4 Br 0.61
5 H 0.00
6 H -0.01
7 H 0.03
8 H 0.06



Ordering by calculated energy gives the sequence (a), (b), with the first entry being the most stable.



(a)
The following is a quantum chemistry calculation of 2 unconnected molecules or ions with the total composition C2H4O2P, from the Open Molecules 2025 dataset.

Its HOMO-LUMO gap (spin up / spin down) is 0.226 / 0.226 Ha.

The geometry in ORCA input format:
```
! wB97M-V def2-TZVPD RIJCOSX def2/J DEFGRID3
* xyz -1 1
C -0.847 -0.590 -0.251
C -0.343 0.619 -0.285
O 0.687 0.464 -2.985
O 0.312 2.793 -2.009
P 0.343 1.331 -1.843
H -1.125 -0.803 0.874
H -0.831 -1.215 -1.074
H -0.696 1.288 0.490
H 1.752 0.755 0.876
*
```

Let us look at the Löwdin charges, expressed in e, one per atom:
1 C -0.17
2 C -0.51
3 O -0.36
4 O -0.38
5 P 0.51
6 H 0.09
7 H 0.01
8 H 0.03
9 H -0.22



(b)
The following is a quantum chemistry calculation of a gas-phase ion, C2H4O2P (charge -1), from the Open Molecules 2025 dataset.

Its structure (SMILES) is C=C[P@@H](=O)[O-]. Its HOMO-LUMO gap is 0.320 Ha.

The geometry in ORCA input format:
```
! wB97M-V def2-TZVPD RIJCOSX def2/J DEFGRID3
* xyz -1 1
C -0.577 -0.119 -0.860
C -0.072 -0.007 0.336
P 1.786 0.022 0.246
O 2.193 -1.259 -0.420
O 2.436 1.300 -0.297
H -1.700 -0.017 -1.152
H 0.083 -0.339 -1.591
H -0.541 0.390 1.201
H 2.107 0.076 1.573
*
```

Let us look at the Löwdin charges, expressed in e, one per atom:
1 C -0.11
2 C -0.26
3 P 0.27
4 O -0.47
5 O -0.50
6 H 0.07
7 H -0.01
8 H 0.03
9 H -0.03



Ordering by calculated energy gives the sequence (b), (a), with the first entry being the most stable.



(a)
The following is a quantum chemistry calculation of 4 unconnected molecules or ions with the total composition CH12N2O3, from the Open Molecules 2025 dataset.

Its structure (SMILES) is NCN.O.O.O. Its HOMO-LUMO gap is 0.335 Ha.

The geometry in ORCA input format:
```
! wB97M-V def2-TZVPD RIJCOSX def2/J DEFGRID3
* xyz 0 1
N 2.364 -1.756 -2.464
C 3.677 -1.184 -2.227
N 4.819 -2.150 -2.323
H 2.176 -2.415 -3.205
H 1.992 -2.155 -1.584
H 3.984 -0.486 -3.061
H 3.869 -0.786 -1.257
H 5.443 -2.447 -1.573
H 4.919 -2.737 -3.231
O -4.906 2.276 0.913
H -5.284 2.995 0.425
H -5.382 2.332 1.744
O -3.705 4.747 3.057
H -3.244 4.138 2.504
H -4.271 5.114 2.307
O -0.694 -2.492 2.312
H -0.619 -2.203 1.362
H -1.487 -3.158 2.184
*
```

Let us look at the Löwdin charges, expressed in e, one per atom:
1 N -0.02
2 C -0.36
3 N -0.08
4 H 0.05
5 H 0.07
6 H 0.11
7 H 0.09
8 H 0.04
9 H 0.09
10 O -0.04
11 H 0.02
12 H 0.03
13 O -0.08
14 H 0.00
15 H 0.07
16 O -0.13
17 H 0.04
18 H 0.09



(b)
The following is a quantum chemistry calculation of 4 unconnected molecules or ions with the total composition CH12N2O3, from the Open Molecules 2025 dataset.

Its structure (SMILES) is NCN.O.O.O. Its HOMO-LUMO gap is 0.344 Ha.

The geometry in ORCA input format:
```
! wB97M-V def2-TZVPD RIJCOSX def2/J DEFGRID3
* xyz 0 1
N 0.204 -0.703 0.703
C -0.073 -0.521 2.110
N 0.277 0.770 2.674
H -0.156 0.109 0.242
H 1.145 -0.777 0.343
H -1.134 -0.725 2.259
H 0.485 -1.259 2.687
H 1.189 0.804 3.113
H 0.105 1.591 2.116
O -1.127 1.185 -2.849
H -0.441 0.713 -3.306
H -1.968 0.686 -2.933
O -0.425 -2.626 -1.596
H -0.677 -2.230 -0.757
H 0.236 -3.285 -1.384
O 0.753 1.987 -0.828
H 0.150 1.662 -1.511
H 1.458 2.618 -1.082
*
```

Let us look at the Löwdin charges, expressed in e, one per atom:
1 N -0.01
2 C -0.36
3 N -0.01
4 H 0.03
5 H 0.07
6 H 0.10
7 H 0.11
8 H 0.06
9 H 0.05
10 O -0.05
11 H 0.04
12 H 0.08
13 O -0.08
14 H -0.01
15 H 0.02
16 O -0.08
17 H -0.02
18 H 0.06



(c)
The following is a quantum chemistry calculation of 4 unconnected molecules or ions with the total composition CH12N2O3, from the Open Molecules 2025 dataset.

Its structure (SMILES) is NCN.O.O.O. Its HOMO-LUMO gap is 0.377 Ha.

The geometry in ORCA input format:
```
! wB97M-V def2-TZVPD RIJCOSX def2/J DEFGRID3
* xyz 0 1
N 1.407 -0.190 -0.051
C 0.426 -1.202 0.422
N 0.184 -1.213 1.824
H 2.250 -0.640 -0.335
H 0.977 0.238 -0.854
H -0.514 -1.080 -0.117
H 0.739 -2.196 0.106
H 0.176 -0.342 2.323
H 0.729 -1.882 2.344
O 3.751 2.801 -1.770
H 3.087 2.206 -1.406
H 3.233 3.587 -1.988
O 0.855 2.429 1.040
H 1.032 1.546 0.666
H 1.507 2.629 1.711
O -6.287 -2.385 -1.468
H -6.945 -1.817 -1.884
H -6.606 -2.488 -0.564
*
```

Let us look at the Löwdin charges, expressed in e, one per atom:
1 N -0.01
2 C -0.35
3 N 0.00
4 H 0.06
5 H 0.07
6 H 0.10
7 H 0.11
8 H 0.06
9 H 0.06
10 O -0.06
11 H 0.01
12 H 0.04
13 O -0.09
14 H -0.04
15 H 0.03
16 O -0.06
17 H 0.03
18 H 0.03



Ordering by calculated energy gives the sequence (b), (c), (a), with the first entry being the most stable.



(a)
The following is a quantum chemistry calculation of 2 unconnected molecules or ions with the total composition C2H9N5, from the Open Molecules 2025 dataset.

Its HOMO-LUMO gap (spin up / spin down) is 0.307 / 0.307 Ha.

The geometry in ORCA input format:
```
! wB97M-V def2-TZVPD RIJCOSX def2/J DEFGRID3
* xyz 2 1
C -0.054 1.328 -0.021
C 1.131 -1.295 0.389
N -0.550 1.031 -1.066
N 0.094 -0.571 0.962
N 0.301 2.149 0.910
N -0.557 0.310 -2.177
N -0.974 -1.121 1.195
H 1.932 -0.625 0.325
H 1.432 -2.315 0.750
H 0.788 -1.454 -0.578
H 0.151 3.130 0.675
H 0.497 1.730 1.806
H 0.180 0.305 -2.908
H -1.525 0.015 -2.692
H -1.809 -0.490 1.541
H -1.037 -2.127 0.889
*
```

Let us look at the Löwdin charges, expressed in e, one per atom:
1 C -0.17
2 C 0.00
3 N 0.10
4 N -0.05
5 N 0.25
6 N 0.10
7 N 0.24
8 H 0.10
9 H 0.17
10 H 0.09
11 H 0.18
12 H 0.15
13 H 0.16
14 H 0.23
15 H 0.25
16 H 0.21



(b)
The following is a quantum chemistry calculation of 2 unconnected molecules or ions with the total composition C2H9N5, from the Open Molecules 2025 dataset.

Its HOMO-LUMO gap is 0.306 Ha.

The geometry in ORCA input format:
```
! wB97M-V def2-TZVPD RIJCOSX def2/J DEFGRID3
* xyz 2 1
C 1.090 0.006 1.206
C -1.234 0.107 -2.359
N -0.586 0.041 -0.189
N 0.435 -0.063 2.300
N 2.327 -0.233 0.819
N -0.906 0.060 2.549
N -0.228 0.062 -1.357
H -1.814 1.052 -1.977
H -0.778 0.390 -3.347
H -1.847 -0.727 -2.266
H 1.073 -0.015 3.065
H 2.704 0.188 -0.045
H 2.558 -1.157 1.093
H -1.155 -0.021 3.537
H -1.487 0.100 1.747
H 0.710 -0.117 -1.609
*
```

Let us look at the Löwdin charges, expressed in e, one per atom:
1 C -0.04
2 C 0.03
3 N 0.25
4 N 0.08
5 N 0.24
6 N 0.18
7 N -0.07
8 H 0.16
9 H 0.14
10 H 0.09
11 H 0.20
12 H 0.17
13 H 0.14
14 H 0.17
15 H 0.09
16 H 0.15



Ordering by calculated energy gives the sequence (a), (b), with the first entry being the most stable.